# 1
The following is a quantum chemistry calculation of a single C3H4Cl2Si molecule, from the OMol25 dataset.

XYZ file:
```
10
Properties=species:S:1:pos:R:3:forces:R:3
C 2.0126 -1.8271 -0.6499 -1.465 2.160 -1.520
C 0.9887 -1.2475 -1.0326 1.923 -1.996 1.603
C -0.3691 -0.7401 -1.2419 1.504 -0.223 -0.264
Si -0.8609 0.5806 0.0364 0.792 0.386 -1.750
Cl -1.5143 -2.0850 -1.2814 -0.378 -0.191 0.177
Cl -0.3503 0.0608 -2.8295 -0.118 0.369 -0.579
H 3.0834 -2.0043 -0.5901 -0.835 -0.271 0.238
H -0.9751 -0.1738 1.1982 -0.582 -0.730 1.730
H -2.0283 1.0247 -0.7235 -0.401 0.519 0.549
H 0.2849 1.5242 0.1911 -0.439 -0.022 -0.184
```
Positions in Å, forces in eV/Å.

Results
Total charge = 0
Frontier orbital gap = 10.87 eV
E_HOMO = -10.12 eV
Strongest force on any atom = 0.0623 Eh/bohr
ΔE to the lowest compared entry with this formula, charge and spin = 371.2 kJ/mol
Total energy = -1326.476818 Eh
SMILES = C#CC([SiH3])(Cl)Cl

Here are the Mulliken charges for atoms 1 to 4, given in e: -0.17 -0.94 0.85 0.46

---

# 2
The following is a quantum chemistry calculation of a gas-phase ion, C11H17N2 (charge +1), from the OMol25 dataset.

XYZ file:
```
30
Properties=species:S:1:pos:R:3:forces:R:3
C 2.8732 -1.3715 -0.2063 -0.347 -1.091 -0.126
C 0.1932 -0.8039 0.0148 -0.323 -0.779 3.518
C 1.6071 -0.8251 0.5543 -0.083 -1.231 -2.305
C 1.1462 1.4155 -0.0166 -0.023 -1.247 -1.004
C -1.2945 1.1068 -0.6917 -1.262 -2.259 0.166
C 3.5527 0.0780 0.0622 -2.670 -0.425 -2.664
C -3.3649 -0.3223 -1.0398 0.202 1.167 0.500
C -0.1596 0.6447 0.1749 -1.238 0.360 -0.160
C 2.0985 0.5071 0.2426 0.505 1.804 1.291
C -4.3356 -0.4854 0.1327 2.889 -0.201 -0.377
C -0.7579 0.9450 1.5433 -1.400 -1.606 1.028
N -2.3579 0.4481 -0.9679 0.865 -0.123 0.263
N 4.0830 0.7353 -1.0436 1.373 1.271 -1.505
H 3.3350 -2.3256 0.1199 -0.071 0.771 0.419
H 2.6085 -1.6266 -1.2854 0.504 1.117 1.074
H 0.0822 -1.0516 -0.9517 0.064 -1.142 -3.657
H -0.4305 -1.4999 0.6145 -0.040 0.499 -0.373
H 1.5240 -1.1367 1.5385 0.559 -0.379 2.201
H 1.0920 2.3491 -0.5610 0.675 0.214 0.384
H -1.2516 2.0962 -0.9952 -0.284 2.049 -0.680
H 4.1315 0.2182 0.9323 0.733 -0.318 0.998
H -3.5294 -0.8194 -1.9875 0.090 -0.243 -0.093
H -5.0227 0.3253 0.2020 -0.732 0.376 -0.019
H -3.6379 -0.4828 0.9819 -0.621 0.213 0.190
H -4.7292 -1.4749 0.0804 -0.867 -0.429 -0.132
H -0.0236 0.6835 2.2860 0.387 -0.266 0.318
H -1.7104 0.2902 1.7789 1.698 1.637 -0.493
H -0.8726 2.0008 1.6527 -0.740 0.738 0.256
H 5.0688 0.8785 -1.1449 0.254 -0.205 0.263
H 3.6473 0.6681 -1.9606 -0.094 -0.272 0.718
```
Positions in Å, forces in eV/Å.

Results
Total charge = +1
Frontier orbital gap = 7.20 eV
E_HOMO = -11.45 eV
Strongest force on any atom = 0.0745 Eh/bohr
ΔE to the lowest compared entry with this formula, charge and spin = 445.2 kJ/mol
Total energy = -538.471106 Eh
SMILES = CC=[N+]=C[C@]1(C)C=C2[C@H](C[C@H]2N)C1

Here are the Mulliken charges for atoms 1 to 4, given in e: -1.01 -1.41 -0.13 -1.17

---

# 3
The following is a quantum chemistry calculation of a molecular structure, C28H18Br2N7Zn, from the OMol25 dataset.

XYZ file:
```
56
Properties=species:S:1:pos:R:3:forces:R:3
Zn 0.9620 0.2245 -0.6049 0.403 0.059 0.180
C 0.8769 4.6479 -0.9796 0.016 0.050 -0.013
C -0.2780 4.9834 -0.2756 -0.018 0.018 0.014
C -1.1168 3.9807 0.1452 -0.084 -0.048 0.002
C -0.8170 2.6365 -0.1304 0.090 -0.037 -0.033
N 0.3525 2.3178 -0.7385 -0.172 0.008 0.073
C 1.1441 3.3156 -1.1706 0.019 -0.094 0.010
N -1.8065 1.7257 0.2389 0.011 0.079 -0.012
C -1.8655 0.5437 -0.2727 0.094 0.022 -0.008
N -0.9055 -0.0493 -1.0388 -0.418 -0.051 -0.226
C -1.3299 -1.2666 -1.4750 0.135 0.180 0.030
N -0.6630 -2.0673 -2.2332 0.040 -0.079 -0.131
C 0.5925 -1.7763 -2.7566 0.060 0.053 0.100
C 0.9181 -2.4576 -3.9394 -0.053 -0.041 0.006
C 2.1520 -2.3054 -4.5220 -0.010 -0.003 -0.013
C 3.0975 -1.4854 -3.9076 0.043 -0.064 -0.067
C 2.7369 -0.8515 -2.7497 -0.063 0.064 0.106
N 1.5179 -0.9628 -2.1812 -0.119 -0.016 -0.021
C -2.6777 -1.5214 -0.9102 0.047 0.025 0.001
C -3.5439 -2.5875 -1.0320 -0.006 -0.068 -0.022
C -4.7529 -2.5137 -0.3445 0.000 -0.002 -0.010
C -5.0777 -1.3967 0.4207 0.014 0.021 -0.005
C -4.2060 -0.3148 0.5230 -0.038 0.027 0.053
C -3.0035 -0.4025 -0.1453 0.049 0.002 -0.007
H 1.5517 5.4007 -1.3626 -0.018 -0.019 0.009
H -0.5214 6.0192 -0.0768 0.000 -0.017 -0.006
H -2.0415 4.1833 0.6664 0.020 0.015 -0.011
H 2.0413 3.0109 -1.6992 -0.017 -0.007 -0.004
H 0.1594 -3.1026 -4.3584 0.023 0.005 -0.014
H 2.3908 -2.8266 -5.4400 -0.012 0.002 0.018
H 4.0900 -1.3541 -4.3144 -0.028 0.005 0.009
H 3.4450 -0.2181 -2.2288 -0.018 0.016 0.001
H -3.2897 -3.4454 -1.6415 -0.008 0.017 0.014
H -5.4566 -3.3335 -0.4111 0.013 0.017 0.004
H -6.0277 -1.3672 0.9382 0.010 -0.005 -0.007
H -4.4556 0.5630 1.1054 0.000 -0.025 -0.018
Br -1.0971 -3.6637 4.5196 -0.001 -0.008 0.014
C -0.2938 -2.7720 3.0799 -0.043 -0.029 0.040
C -0.2878 -3.3427 1.8207 0.015 -0.014 -0.028
C 0.2898 -2.6216 0.7910 0.012 -0.024 -0.041
N 0.8371 -1.4184 0.9625 -0.028 -0.009 0.035
C 0.8673 -0.8974 2.1917 0.034 0.041 -0.054
C 0.2996 -1.5374 3.2806 0.027 0.058 0.071
C 1.5993 0.3982 2.3100 0.023 -0.007 -0.069
C 1.8417 0.9970 3.5357 0.003 -0.038 0.052
C 2.5999 2.1529 3.5747 -0.003 0.042 0.087
Br 2.9383 2.9906 5.2154 0.005 0.001 -0.001
C 3.1128 2.6794 2.4024 0.035 0.012 -0.050
C 2.8034 2.0315 1.2246 -0.005 -0.043 -0.063
N 2.0548 0.9278 1.1646 -0.056 -0.075 -0.033
H -0.7265 -4.3128 1.6381 0.008 0.011 -0.007
H 0.2986 -3.0210 -0.2153 0.004 0.016 0.053
H 0.3082 -1.1007 4.2675 -0.010 -0.012 -0.013
H 1.4631 0.5759 4.4543 0.010 -0.003 -0.021
H 3.7269 3.5680 2.4007 -0.007 -0.012 -0.004
H 3.1719 2.4200 0.2842 -0.028 -0.014 0.037
```
Positions in Å, forces in eV/Å.

Results
Total charge = +1
Frontier orbital gap = 7.41 eV
E_HOMO = -10.83 eV
Strongest force on any atom = 0.0093 Eh/bohr
ΔE to the lowest compared entry with this formula, charge and spin = 22.7 kJ/mol
Total energy = -8388.388412 Eh

Here are the Mulliken charges for atoms 1 to 4, given in e: 0.21 -0.92 -0.38 -0.57

---

# 4
The following is a quantum chemistry calculation of 2 unconnected molecules or ions with the total composition C3H11N2O2, from the OMol25 dataset.

XYZ file:
```
18
Properties=species:S:1:pos:R:3:forces:R:3
N -1.6781 1.4731 -0.8685 -0.272 0.118 -0.148
C -0.6274 0.6827 -0.1968 1.099 0.119 0.959
C 0.4181 0.4660 -1.2555 0.654 -2.249 -2.069
N 1.5065 -0.2905 -1.0348 0.487 0.645 1.133
C 1.9175 -0.8997 0.2311 -1.340 -0.776 0.427
O 0.1532 0.7985 -2.4134 -0.271 1.108 0.390
H -2.5261 0.9270 -0.9892 -0.231 0.069 0.125
H -1.2991 1.6388 -1.8363 0.333 -0.204 -0.115
H -1.8967 2.3665 -0.4385 -0.070 0.019 0.229
H -0.1007 1.2079 0.6117 -0.766 0.234 0.008
H -1.0065 -0.2482 0.2271 0.008 0.071 -0.142
H 2.2054 -0.2435 -1.7586 -0.206 -0.130 -0.326
H 2.9742 -1.1264 0.3232 0.113 0.559 -0.325
H 1.4076 -1.8665 0.3514 0.113 0.111 -0.188
H 1.5503 -0.3218 1.0772 0.386 0.261 0.073
H -0.3716 -1.8216 3.0554 -0.150 -0.116 0.288
H -1.7761 -1.3154 2.5888 0.459 -0.270 0.261
O -0.8504 -1.4268 2.3259 -0.347 0.434 -0.581
```
Positions in Å, forces in eV/Å.

Results
Total charge = +1
Frontier orbital gap = 10.35 eV
E_HOMO = -13.82 eV
Strongest force on any atom = 0.0608 Eh/bohr
ΔE to the lowest compared entry with this formula, charge and spin = 129.3 kJ/mol
Total energy = -380.664612 Eh

Here are the Mulliken charges for atoms 1 to 4, given in e: -0.18 -0.62 0.65 -0.16